1.
ORCA calculation (the ωB97M-V functional and the def2-TZVPD basis) on the ion C6H10BrN2 with charge +1 at a distorted geometry.

Last column: Mulliken charge in e.
Cartesian coordinates (Å):
C -0.94 0.36 -0.24  -0.03
C -0.95 0.01 1.15  -0.17
C 1.30 0.64 1.81  0.02
C 0.52 -0.45 -3.20  -1.18
C -0.25 -0.62 3.28  -0.89
C 0.17 0.74 -2.41  -0.34
N -0.08 0.25 -1.09  -0.18
N 0.14 0.04 1.90  0.17
Br 2.79 -0.15 2.41  0.12
H -1.84 1.02 -0.42  0.25
H -1.94 0.08 1.64  0.39
H 0.88 -0.29 -4.22  0.39
H -0.29 -1.13 -3.47  0.32
H 1.34 -1.07 -2.82  0.33
H -0.31 0.19 4.01  0.37
H -1.28 -1.04 3.10  0.34
H 0.53 -1.39 3.52  0.38
H -0.72 1.33 -2.65  0.37
H 0.92 1.45 -2.28  0.33

Properties
Energy above the lowest of the compared OMol25 structures with the same formula, charge and spin ... 131.8 kcal/mol
Charge ... +1
Gap between HOMO and LUMO (spin up / spin down) ... 6.99 / 6.72 eV
Highest occupied orbital energy (spin up / spin down) ... -0.4913 / -0.4827 Ha
Spin multiplicity ... 1
Molar mass ... 190.06 g/mol

---

2.
ORCA calculation (the ωB97M-V functional and the def2-TZVPD basis) on a cluster of 7 separate species, C28H49ClN7O4 in total at a distorted geometry.

Last column: Mulliken charge in e.
Cartesian coordinates (Å):
Cl -9.90 0.96 -2.27  1.81
O -11.32 0.83 -2.00  -0.67
O -9.20 1.01 -1.04  -0.72
O -9.36 -0.20 -2.95  -0.55
O -9.65 2.18 -3.05  -0.52
C -12.62 0.81 1.56  -1.86
C -11.27 0.94 0.86  -0.06
C -11.01 2.27 0.15  1.10
C -12.18 2.90 -0.42  0.55
N -13.11 3.42 -0.84  -0.42
H -13.51 0.79 0.94  0.28
H -12.77 1.71 2.16  0.50
H -12.76 -0.05 2.21  0.47
H -11.22 0.12 0.15  -0.56
H -10.45 0.84 1.56  0.77
H -10.27 2.20 -0.65  -2.18
H -10.71 2.97 0.93  1.33
C -11.17 1.65 -5.83  -2.77
C -11.65 2.78 -4.87  1.15
C -12.52 2.32 -3.74  0.01
C -13.04 3.40 -2.87  -0.93
N -13.43 4.26 -2.24  -0.42
H -11.97 1.09 -6.32  0.55
H -10.55 0.99 -5.23  0.60
H -10.53 2.04 -6.62  0.49
H -12.21 3.48 -5.50  0.63
H -10.79 3.32 -4.46  0.03
H -11.99 1.64 -3.07  -0.43
H -13.31 1.73 -4.22  1.47
C -9.39 3.86 -0.77  -3.52
C -9.74 4.21 -2.22  2.68
C -10.62 5.53 -2.37  -0.41
C -11.80 5.73 -1.53  -0.15
N -12.77 5.80 -0.84  -0.67
H -10.28 3.76 -0.15  0.52
H -8.83 4.70 -0.37  0.31
H -8.76 2.97 -0.74  0.70
H -10.38 3.45 -2.66  -0.71
H -8.87 4.30 -2.88  0.38
H -10.93 5.65 -3.41  0.28
H -10.01 6.39 -2.07  0.65
C -7.25 3.01 -2.68  0.19
C -6.82 1.59 -2.44  -0.67
C -6.62 0.75 -3.70  0.57
C -5.73 1.26 -4.77  -0.08
N -5.00 1.66 -5.64  -0.59
H -6.89 3.69 -1.90  0.33
H -8.33 3.06 -2.76  -1.69
H -7.04 3.41 -3.67  0.66
H -7.49 1.07 -1.77  0.05
H -5.83 1.60 -1.97  0.52
H -7.59 0.53 -4.14  -0.56
H -6.11 -0.16 -3.39  0.70
C -11.11 -1.62 -6.29  -1.67
C -10.88 -1.00 -4.90  0.24
C -12.04 -0.29 -4.20  0.62
C -13.12 -1.20 -3.87  -0.06
N -13.98 -1.89 -3.57  -0.82
H -11.67 -0.90 -6.88  0.32
H -11.77 -2.48 -6.27  0.43
H -10.19 -1.85 -6.82  0.37
H -10.09 -0.26 -5.06  0.27
H -10.51 -1.68 -4.13  0.19
H -12.42 0.54 -4.79  0.27
H -11.66 0.13 -3.27  0.11
C -10.51 -2.86 1.03  -1.77
C -11.01 -1.40 0.60  -0.04
C -11.62 -1.34 -0.83  0.73
C -11.01 -2.24 -1.85  -0.16
N -10.53 -2.94 -2.66  -0.80
H -9.67 -3.27 0.47  0.34
H -11.33 -3.57 1.08  0.40
H -10.15 -2.91 2.05  0.51
H -10.10 -0.80 0.51  0.33
H -11.61 -0.88 1.35  0.18
H -11.55 -0.31 -1.19  -0.63
H -12.68 -1.59 -0.77  0.55
C -8.95 3.22 -5.11  -0.39
C -8.64 4.62 -4.63  0.35
C -7.98 5.53 -5.60  -1.11
C -6.77 4.97 -6.28  0.13
N -5.84 4.52 -6.75  -0.48
H -9.59 2.75 -4.36  -0.84
H -8.06 2.60 -5.09  0.28
H -9.53 3.22 -6.03  1.21
H -8.09 4.54 -3.69  0.87
H -9.60 5.09 -4.40  -0.89
H -7.66 6.49 -5.18  0.43
H -8.69 5.64 -6.41  0.40

Properties
Energy above the lowest of the compared OMol25 structures with the same formula, charge and spin ... 524.9 kcal/mol
Charge ... -1
Gap between HOMO and LUMO ... 6.81 eV
Highest occupied orbital energy ... -0.1601 Ha
Spin multiplicity ... 1
Molar mass ... 583.20 g/mol

---

3.
ORCA calculation (the ωB97M-V functional and the def2-TZVPD basis) on a structure of composition C23H25HfN3O2S at a distorted geometry.

Last column: Mulliken charge in e.
Cartesian coordinates (Å):
Hf -0.05 0.19 -0.30  0.21
C -0.52 0.26 -3.35  -0.86
N -1.12 -0.37 -2.13  0.74
C -2.55 0.07 -1.95  -0.94
C -1.06 -1.86 -2.23  1.22
C -1.76 -2.49 -3.25  -0.66
C -1.69 -3.87 -3.35  -0.98
C -0.94 -4.59 -2.44  -0.90
C -0.23 -3.94 -1.43  -0.77
C -0.25 -2.56 -1.33  0.10
N 0.48 -1.75 -0.39  -0.33
C 1.79 -2.07 0.14  0.13
C 2.30 -3.33 0.39  -0.76
C 3.60 -3.49 0.85  -0.93
C 4.42 -2.39 1.08  -0.96
C 3.91 -1.12 0.88  -0.67
C 2.61 -0.97 0.44  1.20
N 2.06 0.39 0.21  0.85
C 2.82 1.08 -0.89  -0.86
C 2.09 1.21 1.46  -0.93
H -1.05 -0.09 -4.23  0.39
H 0.52 -0.06 -3.43  0.37
H -0.59 1.34 -3.28  0.43
H -3.12 -0.18 -2.84  0.38
H -2.58 1.15 -1.81  0.44
H -2.99 -0.45 -1.10  0.44
H -2.35 -1.93 -3.95  0.36
H -2.22 -4.38 -4.14  0.43
H -0.89 -5.67 -2.49  0.44
H 0.31 -4.55 -0.73  0.46
H 1.71 -4.22 0.26  0.40
H 3.98 -4.48 1.03  0.45
H 5.43 -2.52 1.42  0.43
H 4.53 -0.25 1.07  0.37
H 3.87 1.17 -0.61  0.39
H 2.41 2.07 -1.06  0.42
H 2.76 0.48 -1.80  0.37
H 3.13 1.40 1.76  0.38
H 1.61 0.66 2.27  0.43
H 1.60 2.17 1.29  0.43
O -2.87 8.17 2.32  -0.45
C -1.82 7.98 1.51  0.59
O -1.16 8.91 1.14  -0.51
C -1.54 6.58 1.00  0.76
C -2.28 5.46 1.34  -0.77
C -1.95 4.21 0.82  -1.04
C -0.86 4.11 -0.03  1.00
S -0.43 2.53 -0.73  -0.22
C -0.11 5.23 -0.39  -0.59
C -0.46 6.46 0.14  -0.72
H -3.33 7.36 2.53  0.28
H -3.13 5.51 2.00  0.22
H -2.53 3.34 1.09  0.39
H 0.72 5.14 -1.08  0.44
H 0.10 7.35 -0.11  0.48

Properties
Energy above the lowest of the compared OMol25 structures with the same formula, charge and spin ... 0.0 kcal/mol
Charge ... +2
Gap between HOMO and LUMO ... 5.95 eV
Highest occupied orbital energy ... -0.5313 Ha
Spin multiplicity ... 1
Molar mass ... 586.03 g/mol

---

4.
ORCA calculation (the ωB97M-V functional and the def2-TZVPD basis) on a structure of composition C6H14N2 at a distorted geometry.

Last column: Mulliken charge in e.
Cartesian coordinates (Å):
C 1.08 0.87 0.47  -0.20
C 1.09 0.39 -0.89  -0.88
C -0.57 -1.08 -0.89  -0.69
C -1.52 1.06 0.41  -1.42
C 0.22 -2.38 -0.85  -1.18
C -0.39 0.10 0.74  1.10
N 1.14 2.29 0.70  -0.63
N -0.44 -0.75 1.73  -0.89
H 1.79 0.36 1.11  0.41
H 0.57 2.81 0.05  0.27
H 0.84 2.51 1.64  0.29
H 0.26 -0.57 2.44  0.24
H 1.77 -0.40 -1.17  0.34
H 0.71 1.03 -1.67  0.33
H -0.75 -0.71 -1.89  0.37
H -1.56 -1.28 -0.48  0.45
H -1.43 1.50 -0.58  0.28
H -1.53 1.87 1.15  0.39
H -2.47 0.52 0.47  0.41
H 0.52 -2.58 0.18  0.29
H 1.10 -2.36 -1.49  0.36
H -0.41 -3.21 -1.19  0.35

Properties
Energy above the lowest of the compared OMol25 structures with the same formula, charge and spin ... 118.2 kcal/mol
Charge ... 0
Gap between HOMO and LUMO (spin up / spin down) ... 8.12 / 8.12 eV
Highest occupied orbital energy (spin up / spin down) ... -0.2923 / -0.2924 Ha
Spin multiplicity ... 1
Molar mass ... 114.19 g/mol

---

5.
ORCA calculation (the ωB97M-V functional and the def2-TZVPD basis) on a structure of composition C23H50N2O2OsP2S at a distorted geometry.

Last column: Mulliken charge in e.
Cartesian coordinates (Å):
Os -0.05 0.22 -0.42  2.02
C 0.46 1.33 0.95  -0.27
O 0.85 1.81 1.99  -0.40
C -1.89 0.44 -0.40  0.86
O -3.06 0.65 -0.38  -0.35
P 0.21 2.27 -1.51  -0.28
C 0.04 2.11 -3.35  0.13
H 0.05 3.14 -3.74  0.66
C -1.22 3.42 -1.07  0.68
H -2.11 2.79 -1.22  0.25
C 1.84 3.17 -1.30  0.62
H 2.54 2.41 -1.70  0.53
C 1.61 -3.10 1.18  0.44
P 0.07 -2.54 0.37  0.47
H -0.36 -3.90 -1.50  0.75
H 2.39 -2.93 0.42  0.69
C -1.46 -3.45 1.00  0.18
H -1.15 -4.50 0.98  0.75
C -1.22 3.86 0.39  -1.41
H -2.21 4.26 0.63  0.47
H -0.47 4.64 0.59  0.36
H -1.05 3.03 1.08  0.10
C -1.41 4.62 -1.98  -1.50
H -0.63 5.37 -1.86  0.30
H -2.36 5.10 -1.72  0.47
H -1.49 4.35 -3.04  0.39
C 1.96 4.44 -2.12  -1.58
H 1.68 4.34 -3.17  0.34
H 3.01 4.75 -2.09  0.50
H 1.39 5.26 -1.67  0.38
C 2.28 3.47 0.12  -1.46
H 3.32 3.85 0.11  0.49
H 2.34 2.57 0.72  0.37
H 1.64 4.22 0.60  0.27
C 1.24 1.36 -3.90  -1.32
H 2.18 1.90 -3.77  0.33
H 1.08 1.18 -4.97  0.51
H 1.34 0.38 -3.42  0.19
C -1.29 1.46 -3.71  -1.28
H -1.37 0.46 -3.26  0.12
H -1.33 1.34 -4.80  0.57
H -2.16 2.05 -3.39  0.30
C 1.49 -4.60 1.48  -1.66
H 1.24 -5.20 0.59  0.40
H 0.73 -4.78 2.25  0.43
H 2.46 -4.97 1.86  0.47
C 2.02 -2.32 2.44  -1.60
H 1.31 -2.47 3.26  0.41
C -0.40 -1.87 -2.28  -1.09
H 2.18 -1.25 2.23  0.27
H 2.98 -2.71 2.80  0.50
C 1.67 -3.32 -1.87  -1.78
H 0.08 -0.85 -2.05  0.09
H -0.16 -2.05 -3.34  0.29
H -1.49 -1.82 -2.15  0.38
C 0.24 -2.98 -1.44  0.28
H 1.65 -3.61 -2.93  0.51
H 2.10 -4.16 -1.32  0.42
H 2.35 -2.45 -1.78  0.40
C -2.61 -3.19 0.03  -1.28
H -2.77 -2.10 -0.09  0.19
H -3.54 -3.61 0.44  0.45
H -2.46 -3.65 -0.96  0.36
C -1.94 -3.12 2.41  -1.36
H -2.43 -2.13 2.40  0.46
H -1.19 -3.13 3.22  0.20
H -2.73 -3.84 2.72  0.53
H 0.60 -1.97 -5.54  0.07
H 0.60 -1.26 -5.79  -0.02
S -0.56 -0.80 1.83  -0.95
C -0.49 -0.34 3.53  0.01
N 0.53 -0.34 4.39  0.08
C 0.13 -0.01 5.71  -0.53
C -1.41 -0.10 5.63  -0.51
N -1.62 -0.12 4.21  0.04
H 1.48 -0.40 4.09  0.26
H 0.47 1.01 5.95  0.34
H 0.51 -0.71 6.45  0.37
H -1.90 0.77 6.08  0.35
H -1.80 -1.03 6.09  0.34
H -2.51 -0.13 3.76  0.25

Properties
Charge ... +4
Gap between HOMO and LUMO (spin up / spin down) ... 7.66 / 4.53 eV
Highest occupied orbital energy (spin up / spin down) ... -0.7708 / -0.7903 Ha
Spin multiplicity ... 5
Expectation value of S² ... 6.025
Molar mass ... 670.91 g/mol

---

6.
ORCA calculation (the ωB97M-V functional and the def2-TZVPD basis) on the ion C36H35N4O with charge +1 at a distorted geometry.

Last column: Mulliken charge in e.
Cartesian coordinates (Å):
C 2.09 3.68 2.70  -1.04
N 1.90 3.04 1.41  0.47
C 2.81 3.11 0.38  0.07
O 3.76 3.89 0.34  -0.68
C 2.37 2.09 -0.70  0.22
C 3.40 1.00 -1.00  -1.35
C 3.77 0.28 0.28  0.29
C 4.76 0.83 1.11  -0.18
C 5.07 0.24 2.33  -0.72
C 4.38 -0.92 2.73  -0.52
C 3.43 -1.50 1.88  -0.70
C 3.17 -0.93 0.63  0.12
N 1.15 1.53 -0.10  0.52
C 0.54 0.43 -0.62  -1.50
C -0.36 -0.37 -0.01  -0.02
C -1.29 -1.22 -0.81  1.11
C -2.39 -1.86 0.10  -0.50
C -3.25 -2.73 -0.55  -0.14
C -4.48 -3.12 -0.01  -0.77
C -4.89 -2.59 1.23  -0.50
C -3.92 -1.95 2.02  -0.75
C -2.63 -1.66 1.49  -0.14
C 0.88 2.01 1.26  -0.56
C -0.51 2.56 1.48  -1.04
C -0.99 3.60 0.79  -0.09
C -2.28 4.25 1.00  0.86
C -2.60 5.40 0.25  -0.45
C -3.83 6.03 0.40  -0.57
C -4.76 5.52 1.33  -0.42
C -4.45 4.40 2.11  -0.65
C -3.21 3.76 1.95  -0.41
H 2.96 4.35 2.69  0.37
H 1.20 4.25 2.96  0.29
H 2.25 2.93 3.48  0.36
H 2.18 2.68 -1.63  0.26
H 2.98 0.30 -1.73  0.44
H 4.28 1.48 -1.45  0.63
H 5.25 1.76 0.79  0.43
H 5.82 0.69 2.97  0.41
H 4.61 -1.37 3.69  0.40
H 2.89 -2.40 2.18  0.39
H 2.44 -1.38 -0.04  0.38
H 0.81 0.24 -1.66  0.60
H -0.46 -0.35 1.07  0.07
H -1.80 -0.59 -1.69  0.34
H -2.95 -3.20 -1.51  0.33
H -5.11 -3.83 -0.54  0.39
H -5.88 -2.75 1.61  0.44
H -4.17 -1.68 3.04  0.42
H -1.85 -1.35 2.20  0.45
H 1.08 1.21 2.00  0.60
H -1.07 2.06 2.28  0.31
H -0.39 4.01 -0.03  0.18
H -1.86 5.78 -0.46  0.35
H -4.06 6.92 -0.19  0.37
H -5.72 6.02 1.46  0.37
H -5.16 4.02 2.85  0.38
H -2.94 2.89 2.56  0.25
C 0.01 -6.04 -1.31  -0.86
N 0.04 -4.62 -1.64  0.13
C -0.48 -3.64 -0.89  -0.91
N -0.45 -2.44 -1.51  0.75
C 0.16 -2.66 -2.78  0.44
C 0.46 -4.03 -2.86  1.09
C 1.03 -4.62 -4.01  -0.98
C 1.32 -3.76 -5.09  -0.61
C 1.01 -2.40 -4.99  -0.88
C 0.42 -1.82 -3.86  -0.56
H 0.54 -6.61 -2.07  0.32
H 0.45 -6.23 -0.33  0.33
H -1.02 -6.42 -1.25  0.35
H -0.92 -3.86 0.07  0.72
H 1.27 -5.69 -4.09  0.28
H 1.79 -4.14 -6.03  0.39
H 1.25 -1.77 -5.84  0.40
H 0.15 -0.76 -3.79  0.46

Properties
Energy above the lowest of the compared OMol25 structures with the same formula, charge and spin ... 0.0 kcal/mol
Charge ... +1
Gap between HOMO and LUMO ... 7.53 eV
Highest occupied orbital energy ... -0.3840 Ha
Spin multiplicity ... 1
SMILES string ... CN1C(=O)[C@@H](Cc2ccccc2)N(/C=C/[C@H](c2ccccc2)[n+]2cn(C)c3ccccc32)[C@@H]1/C=C/c1ccccc1
Molar mass ... 539.70 g/mol

---

7.
ORCA calculation (the ωB97M-V functional and the def2-TZVPD basis) on a structure of composition C4H3NO3 at a distorted geometry.

Last column: Mulliken charge in e.
Cartesian coordinates (Å):
C 1.17 0.44 -0.32  0.68
C 1.25 -3.24 -1.03  0.65
C -0.31 0.84 -0.37  -0.41
C 0.72 -0.57 0.66  -0.19
N -0.54 -0.26 0.61  -0.42
O 2.17 0.89 -0.83  -0.57
O 1.60 -4.30 -0.80  -0.32
O 1.12 -2.13 -1.26  -0.33
H -0.42 1.78 0.10  0.24
H -0.93 0.98 -1.20  0.30
H 1.15 -1.42 1.35  0.36

Properties
Energy above the lowest of the compared OMol25 structures with the same formula, charge and spin ... 52.9 kcal/mol
Charge ... 0
Gap between HOMO and LUMO ... 10.27 eV
Highest occupied orbital energy ... -0.3804 Ha
Spin multiplicity ... 1
Molar mass ... 113.07 g/mol

---

8.
ORCA calculation (the ωB97M-V functional and the def2-TZVPD basis) on a cluster of 3 separate species, C21H40N3O4 in total at a distorted geometry.

Last column: Mulliken charge in e.
Cartesian coordinates (Å):
C 5.38 -0.12 0.36  -0.68
C 4.28 0.73 0.46  -0.26
C 2.88 0.17 0.55  0.68
O 2.35 -0.26 1.55  -0.57
O 2.17 0.19 -0.63  -0.25
C 1.70 1.55 -0.78  -0.93
C 0.19 1.55 -0.44  0.18
C -0.31 2.99 -0.21  -0.68
C -1.52 3.06 0.77  -0.89
C -2.73 3.85 0.24  -0.84
C -3.48 3.15 -0.94  -1.17
C -3.55 1.68 -0.74  0.84
C -4.33 1.11 0.26  -0.50
C -4.26 -0.26 0.34  -0.08
N -3.54 -1.05 -0.43  0.60
C -3.51 -2.52 -0.23  -0.83
C -2.54 -2.88 0.90  -0.35
N -1.15 -2.65 0.52  -0.57
N -2.81 -0.55 -1.41  -0.75
C -2.84 0.75 -1.51  -0.65
H 5.84 -0.26 -0.62  0.24
H 5.82 -0.59 1.23  0.29
H 4.36 1.83 0.50  0.34
H 1.75 1.81 -1.84  0.31
H 2.20 2.27 -0.14  0.56
H -0.01 0.90 0.42  0.07
H -0.29 1.09 -1.31  -0.03
H 0.51 3.57 0.23  0.48
H -0.55 3.44 -1.18  0.36
H -1.17 3.60 1.66  0.48
H -1.77 2.05 1.11  0.38
H -3.42 3.99 1.07  0.41
H -2.35 4.80 -0.15  0.36
H -4.48 3.58 -1.00  0.44
H -2.99 3.40 -1.89  0.44
H -4.94 1.71 0.92  0.49
H -4.85 -0.76 1.12  0.47
H -4.51 -2.91 -0.09  0.43
H -3.10 -2.92 -1.16  0.30
H -2.65 -3.94 1.12  0.46
H -2.86 -2.32 1.79  0.33
H -0.53 -2.97 1.25  0.29
H -0.95 -1.66 0.44  0.14
H -2.22 1.16 -2.31  0.60
C 1.69 -3.33 5.80  -1.38
C 0.60 -2.75 4.92  0.46
C 1.08 -1.50 4.19  -1.05
O -0.54 -2.43 5.72  -0.57
H 2.00 -2.62 6.56  0.36
H 1.33 -4.22 6.32  0.35
H 2.57 -3.61 5.21  0.35
H 0.27 -3.49 4.19  0.22
H 1.37 -0.73 4.90  0.42
H 0.29 -1.09 3.57  0.23
H 1.94 -1.72 3.55  0.29
H -0.27 -1.77 6.37  0.35
C 2.83 -0.50 -3.91  -0.85
C 1.82 -0.19 -5.00  0.41
C 2.41 -0.40 -6.39  -1.37
O 1.37 1.16 -4.87  -0.55
H 3.70 0.16 -3.98  0.33
H 2.38 -0.34 -2.93  -0.05
H 3.17 -1.54 -3.97  0.42
H 0.94 -0.83 -4.88  0.28
H 3.27 0.26 -6.55  0.36
H 1.68 -0.17 -7.16  0.33
H 2.74 -1.43 -6.52  0.37
H 2.14 1.73 -4.98  0.36

Properties
Charge ... +1
Gap between HOMO and LUMO ... 5.61 eV
Highest occupied orbital energy ... -0.3691 Ha
Spin multiplicity ... 1
Molar mass ... 398.57 g/mol

---

The total energy results, record by record, are as follows: -2917.6760 -2239.6798 -1651.8478 -346.3388 -2336.1578 -1686.8360 -434.6431 -1288.9645 Eh.